{
  "formula": "C7H13N",
  "method": "ωB97M-V with the def2-TZVPD basis set",
  "symbols": ["C", "C", "C", "C", "N", "C", "C", "C", "H", "H", "H", "H", "H", "H", "H", "H", "H", "H", "H", "H", "H"],
  "coordinates": [[-2.08005, -0.84258, -1.40859], [-1.65834, -0.09242, -0.37052], [-0.31674, -0.03247, 0.28128], [-0.38536, -0.38101, 1.76044], [-0.89044, 0.83624, 2.51052], [0.75638, 0.08324, -0.49132], [0.75418, 0.51067, -1.95455], [2.26199, 0.04922, -0.06359], [-1.30791, -1.40367, -1.99293], [-3.19611, -0.87688, -1.68500], [-2.51550, 0.24136, 0.26975], [0.55943, -0.86277, 2.11496], [-1.10667, -1.21944, 1.94213], [-0.91249, 0.51782, 3.43579], [-0.00282, 1.43296, 2.47446], [-0.26031, 0.81272, -2.30109], [1.03837, -0.37644, -2.53744], [1.46558, 1.35311, -2.16188], [2.29951, -0.12043, 1.01992], [2.66091, 1.06944, -0.21962], [2.83640, -0.69867, -0.62271]],
  "atomic_forces_ev_per_a": [[0.16, 0.26, -0.20], [-2.14, -0.71, 0.98], [-0.99, -1.26, -0.63], [-0.47, -0.64, -0.04], [3.11, 0.06, -2.10], [2.73, 1.24, -0.68], [-1.08, 0.05, -0.23], [-1.73, 0.51, 1.05], [-1.08, 0.45, 0.23], [2.05, -0.09, 0.40], [0.96, 0.35, -0.51], [-0.28, 0.94, -0.10], [0.19, 0.82, -0.46], [-0.34, -0.22, 1.97], [-1.84, -0.46, 0.25], [0.79, -0.16, 0.21], [0.15, 0.37, -0.19], [-0.50, -0.87, 0.32], [0.41, -0.28, -0.27], [0.04, -0.59, -0.15], [-0.15, 0.24, 0.16]],
  "mulliken_charge": [-0.634, -0.754, 0.656, -0.902, -0.636, 0.985, -1.543, -1.333, 0.260, 0.236, 0.314, 0.391, 0.384, 0.247, 0.251, 0.373, 0.331, 0.393, 0.299, 0.336, 0.346],
  "smiles": "C=CC(CN)=C(C)C",
  "lumo_energy_ev": 1.0,
  "spin_multiplicity": 1,
  "homo_ev": -8.6,
  "gap_ev": 9.6
}